The following is a DFT calculation (the ωB97M-V functional and the def2-TZVPD basis) of a cluster of 12 separate species, C56H148N12O16 in total at a distorted geometry.

The value obtained for the energy relative to the best compared isomer or geometry (same formula, charge and spin) is 1136.3 kJ/mol. Its SMILES is COC[C@H](C)N.COC[C@H](C)N.COC[C@H](C)N.COC[C@H](C)N.COC[C@H](C)N.COC[C@H](C)N.COC[C@H](C)N.COC[C@H](C)N.COCCNCCOC.COCCNCCOC.COCCNCCOC.COCCNCCOC. Its LUMO energy is 0.2 eV. Its spin multiplicity is 1. For the HOMO-LUMO gap, the calculation gives 8.64 eV. Its HOMO energy is -8.48 eV.

Atoms and positions in Å:
C: -6.77 -7.71 3.37
O: -8.25 -7.73 3.27
C: -8.98 -6.91 4.18
C: -8.64 -5.45 3.94
C: -7.34 -4.94 4.70
N: -9.67 -4.58 4.67
H: -6.19 -8.41 2.77
H: -6.39 -7.78 4.39
H: -6.41 -6.89 2.74
H: -10.06 -7.04 4.12
H: -8.85 -7.25 5.21
H: -8.80 -5.22 2.89
H: -7.31 -5.31 5.73
H: -7.19 -3.86 4.81
H: -6.59 -5.31 4.01
H: -10.50 -4.26 4.18
H: -9.09 -3.77 4.86
C: -1.96 0.11 -6.24
O: -1.04 0.20 -7.31
C: -0.36 -1.00 -7.75
C: -0.66 -1.23 -9.21
C: -2.25 -1.27 -9.46
N: -0.21 -2.55 -9.68
H: -3.01 0.03 -6.53
H: -1.85 1.01 -5.64
H: -1.78 -0.79 -5.65
H: 0.73 -0.94 -7.70
H: -0.60 -1.85 -7.11
H: -0.43 -0.36 -9.83
H: -2.79 -0.32 -9.41
H: -2.80 -1.89 -8.75
H: -2.58 -1.71 -10.41
H: 0.69 -2.75 -9.26
H: 0.19 -2.40 -10.60
C: 0.62 -11.43 1.57
O: 0.99 -10.08 1.63
C: 1.00 -9.74 2.99
C: 1.47 -8.29 3.16
C: 2.94 -8.03 2.59
N: 1.54 -7.92 4.58
H: 1.38 -12.08 2.00
H: 0.58 -11.71 0.51
H: -0.31 -11.73 2.06
H: 0.09 -9.85 3.59
H: 1.85 -10.33 3.34
H: 0.85 -7.58 2.61
H: 3.35 -7.04 2.81
H: 3.08 -8.31 1.55
H: 3.53 -8.74 3.17
H: 2.20 -7.18 4.77
H: 0.68 -7.66 5.04
C: -7.93 -1.25 -4.19
O: -7.34 0.08 -4.27
C: -8.21 1.03 -4.88
C: -7.85 2.49 -4.94
C: -7.77 2.98 -3.46
N: -8.97 3.12 -5.66
H: -7.06 -1.86 -4.46
H: -8.68 -1.58 -4.91
H: -8.18 -1.49 -3.16
H: -8.31 0.59 -5.87
H: -9.21 0.82 -4.48
H: -6.89 2.57 -5.44
H: -7.65 4.05 -3.31
H: -7.11 2.35 -2.88
H: -8.77 2.81 -3.07
H: -8.99 2.69 -6.58
H: -8.76 4.09 -5.82
C: -7.87 2.33 7.26
O: -9.06 2.77 7.95
C: -9.91 1.72 8.32
C: -10.75 2.36 9.50
C: -9.90 2.52 10.79
N: -11.88 1.45 9.88
H: -7.14 1.97 7.99
H: -7.26 3.02 6.68
H: -8.11 1.46 6.64
H: -10.35 1.21 7.47
H: -9.27 1.00 8.84
H: -11.17 3.31 9.20
H: -9.19 1.72 11.02
H: -10.50 2.80 11.66
H: -9.35 3.42 10.54
H: -12.33 1.75 10.73
H: -11.53 0.51 10.00
C: 4.15 4.96 -6.93
O: 3.15 5.94 -6.75
C: 2.59 6.46 -7.96
C: 1.54 5.47 -8.55
C: 0.85 6.06 -9.72
N: 0.57 5.41 -7.44
H: 5.11 5.34 -7.27
H: 3.84 4.10 -7.53
H: 4.37 4.57 -5.93
H: 2.01 7.37 -7.80
H: 3.37 6.67 -8.68
H: 1.96 4.48 -8.74
H: 0.64 7.11 -9.56
H: -0.18 5.72 -9.80
H: 1.46 5.99 -10.62
H: 1.15 5.49 -6.62
H: 0.20 4.47 -7.49
C: 7.25 -3.63 -2.02
O: 6.78 -2.30 -2.25
C: 6.18 -1.69 -1.18
C: 4.65 -1.95 -1.20
C: 4.10 -1.15 -2.37
N: 4.01 -1.42 0.00
H: 6.36 -4.25 -1.92
H: 7.80 -3.82 -1.11
H: 7.84 -3.64 -2.94
H: 6.73 -1.89 -0.25
H: 6.18 -0.64 -1.45
H: 4.52 -3.03 -1.23
H: 3.08 -1.43 -2.65
H: 4.66 -1.31 -3.29
H: 4.06 -0.06 -2.36
H: 4.27 -1.96 0.82
H: 3.03 -1.61 -0.20
C: 1.97 6.79 4.35
O: 3.19 6.32 3.92
C: 3.52 4.95 4.24
C: 4.80 4.58 3.57
C: 4.83 4.76 2.08
N: 5.24 3.23 3.66
H: 1.72 7.46 3.52
H: 1.91 7.45 5.22
H: 1.22 6.02 4.49
H: 3.52 4.88 5.33
H: 2.84 4.19 3.86
H: 5.56 5.24 4.00
H: 4.04 4.23 1.56
H: 5.72 4.51 1.50
H: 4.69 5.81 1.84
H: 4.51 2.66 3.27
H: 6.09 3.16 3.12
C: -1.64 -2.15 -0.49
O: -1.11 -1.09 0.28
C: -2.06 -0.59 1.27
C: -1.76 0.86 1.83
N: -2.04 1.69 0.65
C: -1.56 3.05 0.89
C: -1.49 3.90 -0.38
O: -0.92 5.15 -0.12
C: -0.75 6.14 -1.12
H: -2.23 -1.64 -1.25
H: -2.17 -2.94 0.04
H: -0.81 -2.56 -1.05
H: -2.02 -1.38 2.02
H: -3.13 -0.54 1.07
H: -0.74 0.85 2.22
H: -2.56 0.93 2.57
H: -1.65 1.32 -0.21
H: -0.51 3.05 1.18
H: -2.16 3.52 1.68
H: -2.44 4.18 -0.84
H: -0.84 3.44 -1.13
H: -0.38 5.77 -2.08
H: 0.06 6.74 -0.72
H: -1.63 6.76 -1.27
C: 1.19 21.36 1.12
O: 0.48 20.12 1.23
C: 0.38 19.39 0.05
C: -0.43 18.08 0.11
N: 0.54 17.10 0.66
C: -0.13 15.87 1.10
C: -0.72 16.08 2.51
O: 0.32 16.31 3.49
C: 0.92 15.17 4.06
H: 2.22 21.17 0.85
H: 1.18 21.76 2.14
H: 0.79 22.10 0.42
H: 1.37 19.18 -0.35
H: -0.28 19.89 -0.66
H: -0.58 17.84 -0.94
H: -1.34 18.36 0.65
H: 1.24 17.44 1.30
H: 0.67 15.13 1.20
H: -0.89 15.56 0.38
H: -1.41 15.32 2.88
H: -1.35 16.95 2.67
H: 1.32 15.42 5.04
H: 1.76 14.73 3.52
H: 0.18 14.39 4.27
C: 3.99 -6.84 -6.80
O: 4.18 -6.49 -8.20
C: 5.54 -6.31 -8.66
C: 6.11 -7.63 -9.21
N: 6.63 -8.58 -8.22
C: 6.44 -9.96 -8.78
C: 5.08 -10.64 -8.45
O: 4.87 -10.22 -7.09
C: 3.53 -10.71 -6.69
H: 4.54 -6.08 -6.24
H: 4.23 -7.89 -6.64
H: 2.94 -6.65 -6.57
H: 6.10 -5.74 -7.92
H: 5.56 -5.54 -9.44
H: 6.83 -7.30 -9.96
H: 5.31 -7.97 -9.86
H: 6.13 -8.68 -7.35
H: 7.28 -10.46 -8.30
H: 6.65 -10.15 -9.84
H: 5.17 -11.72 -8.42
H: 4.26 -10.30 -9.09
H: 3.57 -11.79 -6.87
H: 2.87 -10.41 -7.50
H: 3.18 -10.57 -5.66
C: 4.18 -3.81 7.77
O: 4.53 -5.16 7.75
C: 5.92 -5.36 8.07
C: 6.35 -6.62 8.73
N: 6.17 -7.83 7.97
C: 6.75 -8.95 8.61
C: 7.38 -9.96 7.60
O: 7.99 -11.02 8.28
C: 7.26 -12.15 8.71
H: 3.25 -3.66 7.24
H: 4.98 -3.21 7.34
H: 4.08 -3.56 8.83
H: 6.15 -4.61 8.83
H: 6.60 -5.15 7.25
H: 5.81 -6.69 9.68
H: 7.40 -6.45 8.96
H: 5.19 -7.98 7.79
H: 6.07 -9.63 9.12
H: 7.43 -8.72 9.44
H: 8.07 -9.37 6.99
H: 6.70 -10.23 6.80
H: 8.01 -12.83 9.12
H: 6.92 -12.76 7.88
H: 6.46 -11.87 9.39

Atom charges from the Löwdin analysis, given in e for atoms 1 to 2: -0.082 -0.186